[1]
ORCA calculation (ωB97M-V/def2-TZVPD) on one molecule with the formula C11H9F3 in a non-equilibrium geometry.

Geometry as ORCA input:
```
! wB97M-V def2-TZVPD RIJCOSX def2/J DEFGRID3
* xyz 0 1
F -1.78891 -1.51882 -1.15905
C -3.71104 0.58480 -0.03499
H -4.18178 1.56852 -0.31996
H 4.09883 -0.96701 -0.77805
C 1.04270 -1.07164 -0.09895
C 3.49751 -1.38937 0.01900
H -4.08294 -0.25840 -0.62679
H 3.26275 1.29727 0.39809
C 1.16772 1.68752 0.03795
C 2.30981 0.86405 0.06361
C -0.08237 -0.33133 -0.16489
H 3.08738 -2.42389 -0.12737
C -0.07287 1.05189 -0.08149
F -1.69324 -1.65535 1.06067
H -1.71112 2.51520 -0.07114
C -1.51167 -0.86558 -0.00216
F 0.83383 -2.40410 0.02727
H 1.11058 2.70977 0.04104
C 2.29706 -0.48579 0.01239
C -2.28372 0.52383 0.03288
C -1.41630 1.53819 0.02067
H 4.15426 -1.52678 0.87115
H -4.32645 0.55700 0.88011
*
```

Output
DFT total energy: -19704.1442 eV
Structure (SMILES): CC1=Cc2ccc(C)c(F)c2C1(F)F
Kohn-Sham gap: 8.86 eV
E_LUMO: 0.0147 hartree
Strongest force on any atom: 3.61 eV/Å
ΔE to the lowest compared entry with this formula, charge and spin: 0.0 kcal/mol

[2]
ORCA calculation (ωB97M-V/def2-TZVPD) on one molecule with the formula C11H9F3N2O2S in a non-equilibrium geometry.

Geometry as ORCA input:
```
! wB97M-V def2-TZVPD RIJCOSX def2/J DEFGRID3
* xyz 0 1
H 2.14935 2.93856 0.70959
H -0.98518 5.39397 2.16653
C 0.08243 -2.67070 -0.19050
H 1.39408 2.01163 -0.63861
C -1.21041 4.41976 1.74119
H -1.81143 -0.44020 -3.04900
H -0.25738 -0.73265 -3.82422
C -0.44729 -2.18265 -1.37090
N 0.47946 -0.04307 -0.91461
C -0.21670 -0.84392 -1.70170
C 0.81374 -1.82539 0.64941
H -1.64388 3.75886 2.49377
N 1.82511 -2.60669 2.86347
S 1.86265 0.62460 1.23185
C 0.02481 2.61353 0.90259
C -0.74123 -0.26190 -2.96955
C 1.40484 2.19522 0.43619
O -0.93710 1.89698 0.93601
F -0.83530 -4.79645 -0.68470
F 1.04826 -4.76090 0.34615
C 1.36854 -2.26547 1.86960
H -1.02292 -2.81882 -2.02317
H -0.54894 0.80625 -2.99332
C -0.11713 -4.10834 0.21504
O 0.02828 3.89214 1.27804
C 0.96777 -0.48904 0.22684
H -1.91142 4.51802 0.91029
F -0.76301 -4.22335 1.38375
*
```

Output
DFT total energy: -37616.3610 eV
Structure (SMILES): COC(=O)CSc1nc(C)cc(C(F)(F)F)c1C#N
Kohn-Sham gap: 8.78 eV
E_LUMO: -0.0082 hartree
Strongest force on any atom: 1.15 eV/Å

[3]
ORCA calculation (ωB97M-V/def2-TZVPD) on C11H9NO4Yb as an isolated structure in a non-equilibrium geometry.

Geometry as ORCA input:
```
! wB97M-V def2-TZVPD RIJCOSX def2/J DEFGRID3
* xyz 3 2
C -3.44427 0.20919 -1.57988
H -3.94610 1.86665 -2.85088
C 1.59889 -1.57958 2.50199
C -1.99125 2.08152 -1.92137
N -1.31217 0.29968 -0.46465
H 3.60417 1.35772 -1.27239
O -1.42835 -1.18153 3.49957
O -0.25360 -3.36635 0.73188
O 1.68888 -2.41034 3.32501
C -3.18952 1.43285 -2.18655
H 3.04556 -0.08283 -2.33059
H -2.68706 -1.23466 -0.11466
H -0.17537 2.06447 -0.76207
H 4.75731 -0.21978 0.26769
C -1.07442 -0.63599 2.53959
C 4.23755 -0.58372 -0.61294
H -1.77285 3.02585 -2.38415
C -0.15589 -2.20330 0.75551
O 1.23279 1.08103 4.28968
C -1.08432 1.50200 -1.02774
C 0.95336 0.63608 3.26793
C 3.58675 0.25973 -1.42926
H -4.35226 -0.36284 -1.74522
C -2.49863 -0.30746 -0.68675
Yb 0.50633 0.01878 0.90605
H 4.15446 -1.66718 -0.71580
*
```

Output
DFT total energy: -52728.0828 eV
Kohn-Sham gap (alpha / beta): 5.93 / 5.27 eV
E_LUMO (alpha / beta): -0.5177 / -0.5422 hartree
Strongest force on any atom: 8.33 eV/Å
ΔE to the lowest compared entry with this formula, charge and spin: 2.0 kcal/mol

[4]
ORCA calculation (ωB97M-V/def2-TZVPD) on an isolated ion of composition C11H9O2 and charge -1 in a non-equilibrium geometry.

Geometry as ORCA input:
```
! wB97M-V def2-TZVPD RIJCOSX def2/J DEFGRID3
* xyz -1 1
C -2.93738 0.62104 0.10105
C -1.75973 0.75087 1.03865
C 0.76776 0.83416 -0.79148
C -2.90971 -0.60964 -0.56966
C 3.17157 0.20412 -0.78781
O -1.26528 -2.41031 -0.73472
H -1.27367 1.73370 0.97599
H -3.62961 -1.03986 -1.22631
C 1.64183 -0.64727 0.81247
H 4.22673 0.22820 -1.33269
H 3.75604 -1.04768 0.80664
H 0.06458 1.43668 -1.17286
H 2.35472 1.61868 -2.03672
H -0.68061 -1.17913 1.54934
H -2.31956 0.71943 2.04006
C 0.57791 -0.06505 0.24910
C -1.64841 -1.32794 -0.30534
C 2.08280 0.90902 -1.28129
O -3.82195 1.51774 -0.02452
C 2.98004 -0.49920 0.37748
C -0.83498 -0.41028 0.70375
H 1.45691 -1.33730 1.60887
*
```

Output
DFT total energy: -15648.6620 eV
Structure (SMILES): O=C1C=C([O-])C[C@@H]1c1ccccc1
Kohn-Sham gap: 6.93 eV
E_LUMO: 0.1234 hartree
Strongest force on any atom: 5.10 eV/Å
ΔE to the lowest compared entry with this formula, charge and spin: 0.0 kcal/mol

[5]
ORCA calculation (ωB97M-V/def2-TZVPD) on an isolated ion of composition C11H9O3 and charge -1 in a non-equilibrium geometry.

Geometry as ORCA input:
```
! wB97M-V def2-TZVPD RIJCOSX def2/J DEFGRID3
* xyz -1 1
C -0.45810 2.32529 0.60726
O 4.10824 0.25875 2.04821
H -0.37455 -0.80711 -1.70541
H 1.77003 -1.35209 -0.51934
C -1.28186 2.29239 -0.54561
C 0.39768 1.27575 0.92690
H 0.49551 -1.94690 2.27748
C 1.24606 -1.08285 0.39791
H -1.85872 1.19074 -2.22990
H -0.36907 -2.62119 0.66016
C 0.50267 -2.25314 1.15298
H 0.94085 1.08397 1.86173
C 0.51009 0.18347 0.00787
H -2.01112 3.01510 -0.70224
O 2.32625 -0.81256 1.33313
C 3.69799 0.41533 -0.30493
C -1.14193 1.22474 -1.42092
C -0.29787 0.17288 -1.16527
H -0.39743 2.99022 1.47425
C 4.42911 0.90431 -1.21567
C 3.44487 0.02332 1.02885
H 1.25449 -3.08634 1.15623
O 5.02672 1.22339 -2.21290
*
```

Output
DFT total energy: -17694.7806 eV
Structure (SMILES): C[C@H](OC([O-])=C=C=O)c1ccccc1
Kohn-Sham gap: 7.04 eV
E_LUMO: 0.1199 hartree
Strongest force on any atom: 3.13 eV/Å
ΔE to the lowest compared entry with this formula, charge and spin: 8.9 kcal/mol